62
Properties=species:S:1:pos:R:3:forces:R:3:mulliken_charge:R:1 method="wB97M-V/def2-TZVPD" homo_lumo_gap_ev=8.27 homo_energy_ev=-8.1 smiles="COCP(N=C=S)P(=O)(O)O.CCN(CC)CC.CCN(CC)CC"
C 0.2614 1.9049 -2.7053 0.257 -0.221 -0.384 -0.87
O 0.8290 0.7298 -3.2707 0.095 -0.059 0.197 -0.08
C 0.8253 0.8097 -4.6688 0.020 0.410 -0.316 -0.85
P 1.8773 -0.5336 -5.3469 0.208 -1.792 0.194 0.03
N 3.5470 -0.2347 -4.9282 -0.775 0.085 1.160 -0.37
C 3.8085 0.1045 -3.7824 0.168 1.012 -1.388 0.58
S 4.2103 0.8733 -2.4852 0.189 -0.440 0.351 -0.33
P 1.8018 0.0003 -7.4774 -0.398 1.502 0.641 0.81
O 1.1106 1.2896 -7.6286 -0.264 0.228 -0.122 -0.64
O 3.2782 0.0073 -8.0216 0.123 -0.595 -0.235 -0.47
O 1.0393 -1.1645 -8.2490 0.511 -0.397 0.186 -0.47
H 0.0658 1.7227 -1.6604 -0.016 -0.107 0.278 0.18
H -0.6600 2.1499 -3.2269 -0.298 0.105 0.039 0.42
H 0.9594 2.7304 -2.8187 0.094 0.256 0.059 0.34
H 1.0733 1.7981 -5.0525 0.266 0.207 0.066 0.58
H -0.1829 0.5969 -5.0395 -0.115 -0.113 -0.310 0.44
H 3.2870 0.6027 -8.7826 0.304 0.128 -0.161 0.35
H 0.1267 -1.1441 -7.9449 -0.378 -0.179 -0.227 0.34
C 1.7197 -2.0525 -1.6502 0.076 -0.084 -0.128 -1.06
C 1.3123 -2.8354 -0.4135 0.059 0.006 -0.176 -0.58
N 0.4390 -2.0774 0.4622 -0.034 0.083 0.223 0.28
C 0.2502 -2.6926 1.7640 0.027 -0.065 0.164 -0.19
C -0.4641 -4.0494 1.8215 -0.047 0.018 0.139 -1.11
C -0.7559 -1.5416 -0.1649 -0.134 0.136 -0.242 0.54
C -1.7248 -2.5329 -0.8261 -0.118 0.095 0.021 -1.29
H 2.1848 -1.1016 -1.3883 -0.097 0.008 0.063 0.21
H 2.4462 -2.6271 -2.2293 -0.017 -0.030 0.007 0.48
H 0.8718 -1.8493 -2.3044 0.031 0.025 -0.021 0.18
H 2.2166 -3.0862 0.1472 -0.064 -0.012 0.119 0.46
H 0.8682 -3.7933 -0.7294 0.027 -0.002 -0.005 0.27
H -0.2811 -1.9852 2.4080 -0.058 0.048 -0.082 -0.14
H 1.2377 -2.8102 2.2211 0.056 0.006 -0.112 0.47
H -1.5374 -3.9539 1.6647 0.001 -0.014 -0.072 0.24
H -0.3264 -4.4929 2.8099 0.019 0.007 0.003 0.43
H -0.0672 -4.7544 1.0910 0.007 0.014 -0.026 0.29
H -0.4466 -0.8170 -0.9235 0.094 -0.068 -0.010 -0.21
H -1.3030 -0.9466 0.5710 0.059 -0.107 0.146 -0.26
H -1.2035 -3.2869 -1.4167 0.031 0.007 0.001 0.28
H -2.3943 -1.9952 -1.5012 0.018 0.011 -0.008 0.42
H -2.3531 -3.0417 -0.0969 0.048 -0.082 0.000 0.34
C -1.5326 4.5190 4.6581 -0.012 0.015 0.041 -1.42
C -2.1096 3.1844 4.2113 0.006 0.090 0.140 -0.34
N -1.1819 2.3930 3.4267 0.010 -0.063 -0.146 0.15
C -1.8052 1.2572 2.7732 -0.144 -0.103 -0.156 -0.46
C -2.3867 0.1471 3.6580 0.037 -0.116 -0.094 -1.12
C 0.1074 2.1370 4.0446 0.222 0.104 0.122 -0.67
C 0.1294 1.4186 5.4015 0.094 -0.055 -0.038 -0.98
H -1.1748 5.0946 3.8038 0.039 -0.032 -0.018 0.33
H -2.3046 5.1023 5.1612 -0.011 -0.001 0.001 0.44
H -0.7093 4.3964 5.3624 0.006 0.006 -0.002 0.30
H -2.9836 3.3868 3.5866 -0.011 -0.113 -0.043 0.44
H -2.4794 2.6455 5.0986 -0.027 0.031 0.002 0.26
H -1.0812 0.8145 2.0832 0.104 0.037 0.065 0.19
H -2.6086 1.6419 2.1362 -0.014 0.092 0.071 0.32
H -1.6028 -0.4710 4.0936 -0.015 0.023 0.084 0.16
H -3.0152 -0.5138 3.0563 0.003 0.018 -0.025 0.40
H -3.0086 0.5400 4.4624 0.018 0.030 0.011 0.37
H 0.6207 3.0945 4.1606 -0.072 0.034 0.008 0.38
H 0.7219 1.5798 3.3334 -0.105 -0.064 -0.058 0.33
H -0.6253 1.8069 6.0866 -0.016 0.021 -0.014 0.24
H 1.1029 1.5609 5.8747 0.003 0.017 -0.007 0.38
H -0.0197 0.3449 5.3001 -0.087 -0.002 0.027 0.26